Entry 1:
Computed, not measured: a molecular structure, C6H14Ag2FN2O2Pt at a distorted geometry, with ωB97M-V/def2-TZVPD.

Values from the calculation:
2S+1: 4
Total charge: +2
E, eV: -27462.8078
M, g/mol: 576.002
Gap between HOMO and LUMO (alpha / beta), eV: 5.9 / 3.4
⟨S²⟩: 3.78
Maximum force, hartree/bohr: 0.057

Each line ends with the Mulliken charge.
Geometry (Å):
Ag: -3.630 2.914 0.500  0.663
Ag: 0.170 4.004 -1.810  0.748
Pt: -3.087 3.158 -2.673  0.234
F: -1.594 2.610 -0.908  -0.596
C: 2.945 0.570 1.583  -0.053
O: 2.928 1.561 2.292  -0.540
N: 2.199 0.387 0.487  0.200
C: 2.635 -0.525 -0.570  -0.844
C: 1.361 1.442 0.042  -1.416
H: 3.698 -0.216 1.750  0.381
H: 2.055 -1.440 -0.450  0.088
H: 3.711 -0.674 -0.475  0.435
H: 2.403 -0.021 -1.508  0.353
H: 2.020 2.273 -0.211  0.473
H: 0.686 1.076 -0.732  0.518
H: 0.749 1.828 0.857  0.414
C: -1.667 -0.979 -1.308  0.264
O: -1.195 -1.508 -2.317  -0.352
N: -1.576 -1.515 -0.019  0.252
C: -2.225 -0.828 1.091  -0.556
C: -0.895 -2.788 0.265  -0.763
H: -2.342 -0.112 -1.241  0.255
H: -1.509 -0.393 1.788  0.409
H: -2.867 -1.454 1.711  0.379
H: -2.858 0.026 0.850  0.019
H: 0.159 -2.668 0.513  0.310
H: -1.447 -3.259 1.079  0.339
H: -0.824 -3.468 -0.584  0.385

=====

Entry 2:
Computed, not measured: a molecular structure, C36H47NSbTeZn, with ωB97M-V/def2-TZVPD.

Values from the calculation:
Total charge: +1
E, eV: -101828.2854
M, g/mol: 808.529
Energy above the lowest of the compared OMol25 structures with the same formula, charge and spin, kJ/mol: 18.56
Gap between HOMO and LUMO, eV: 8.6
Maximum force, hartree/bohr: 0.006

Each line ends with the Mulliken charge.
Geometry (Å):
Zn: -0.053 0.364 0.006  0.199
N: -1.540 -1.204 -0.074  -0.594
C: -1.970 -1.184 -1.458  0.956
C: -1.922 -2.368 -2.178  -0.724
C: -2.254 -2.391 -3.523  -0.767
C: -2.647 -1.213 -4.140  -0.916
C: -2.700 -0.037 -3.410  -0.713
C: -2.364 0.017 -2.055  0.286
C: -2.388 1.344 -1.365  0.750
C: -3.450 2.206 -1.642  -0.419
C: -3.435 3.516 -1.188  -1.035
C: -2.340 3.982 -0.475  -0.763
C: -1.298 3.113 -0.173  1.345
C: -1.306 1.777 -0.574  -1.285
H: -1.248 -2.140 0.181  0.216
H: -2.296 -0.944 0.554  0.314
H: -1.628 -3.286 -1.676  0.430
H: -2.213 -3.320 -4.076  0.429
H: -2.907 -1.208 -5.191  0.426
H: -2.980 0.885 -3.905  0.560
H: -4.296 1.851 -2.221  0.590
H: -4.267 4.174 -1.405  0.402
H: -2.302 5.011 -0.138  0.466
H: -0.466 3.495 0.409  0.607
C: 2.668 2.530 -1.603  -1.882
C: 3.377 1.648 -0.573  1.671
C: 3.122 2.224 0.824  -1.486
C: 4.875 1.610 -0.857  -1.590
Sb: 2.379 -0.297 -0.628  0.762
C: 3.409 -1.741 0.648  1.790
C: 3.226 -1.261 2.086  -2.019
C: 2.716 -3.096 0.501  -1.762
C: 4.890 -1.868 0.308  -1.480
C: 2.350 -0.978 -2.707  1.703
C: 3.677 -0.699 -3.410  -1.686
C: 1.212 -0.211 -3.387  -1.647
C: 2.031 -2.470 -2.763  -1.910
H: 3.026 3.558 -1.484  0.564
H: 1.582 2.541 -1.472  0.253
H: 2.894 2.226 -2.625  0.350
H: 3.470 3.262 0.849  0.533
H: 3.665 1.681 1.599  0.410
H: 2.057 2.227 1.079  -0.229
H: 5.256 2.636 -0.846  0.491
H: 5.105 1.185 -1.833  0.245
H: 5.426 1.052 -0.101  0.319
H: 2.174 -1.189 2.368  0.290
H: 3.691 -0.292 2.257  0.325
H: 3.698 -1.977 2.768  0.590
H: 1.631 -3.022 0.618  0.287
H: 3.083 -3.758 1.292  0.517
H: 2.929 -3.574 -0.450  0.341
H: 5.443 -0.959 0.541  0.292
H: 5.054 -2.113 -0.743  0.269
H: 5.322 -2.677 0.908  0.458
H: 3.877 0.369 -3.494  0.308
H: 3.629 -1.102 -4.427  0.497
H: 4.523 -1.172 -2.907  0.277
H: 1.344 0.870 -3.351  0.245
H: 0.239 -0.451 -2.949  0.210
H: 1.173 -0.506 -4.442  0.586
H: 2.878 -3.082 -2.457  0.357
H: 1.796 -2.734 -3.800  0.523
H: 1.161 -2.736 -2.157  0.366
Te: -0.769 0.642 2.785  0.397
C: 0.593 0.507 4.380  0.156
C: 1.869 1.049 4.265  0.308
C: 2.745 0.990 5.340  -0.739
C: 2.349 0.381 6.524  -0.566
C: 1.076 -0.161 6.637  -0.601
C: 0.193 -0.098 5.567  -0.638
C: -1.313 2.649 3.092  0.566
C: -0.355 3.650 3.199  -0.320
C: -0.758 4.967 3.360  -0.646
C: -2.112 5.283 3.398  -0.531
C: -3.063 4.280 3.289  -0.663
C: -2.666 2.956 3.143  -0.557
H: 2.176 1.522 3.341  0.220
H: 3.735 1.419 5.252  0.441
H: 3.033 0.333 7.361  0.403
H: 0.764 -0.629 7.561  0.410
H: -0.803 -0.512 5.662  0.427
H: 0.702 3.412 3.159  0.355
H: -0.015 5.749 3.450  0.422
H: -2.423 6.312 3.517  0.411
H: -4.118 4.521 3.323  0.426
H: -3.411 2.174 3.065  0.425